(1)
Here is an isolated molecule of CH3NO3S2 at a distorted geometry from the OMol25 dataset. Energies are from wB97M-V/def2-TZVPD.

Each line ends with the Löwdin charge.
Atoms and positions in Å:
C 0.057 0.491 0.976  -0.283
N 1.052 -0.727 -1.230  -0.059
O -1.308 2.882 1.765  -0.571
O -1.395 -0.536 -1.027  -0.357
O -0.096 -1.891 0.636  -0.286
S -1.234 1.992 0.605  0.942
S -0.200 -0.746 -0.168  0.439
H 0.773 0.464 1.748  0.036
H 0.666 -0.417 -2.090  0.057
H 1.684 -1.511 -1.216  0.081

Values from the calculation:
ΔE to the lowest compared entry with this formula, charge and spin (kcal/mol): 34.74
Orbital gap (alpha / beta) (Ha): 0.3115 / 0.2956
HOMO level (alpha / beta) (eV): -9.986 / -9.723

(2)
Here is a cluster of 2 separate species, C2H3BrClNO in total at a distorted geometry from the OMol25 dataset. Energies are from wB97M-V/def2-TZVPD.

Each line ends with the Löwdin charge.
Atoms and positions in Å:
C 0.219 0.294 -1.119  -0.528
C -0.779 -0.874 0.743  -0.985
N 1.237 0.821 -0.511  0.062
O -0.385 0.157 -2.091  0.119
Cl -2.416 -1.356 0.252  0.529
Br -0.618 0.402 2.172  0.665
H -0.256 -1.727 0.987  -0.035
H 1.000 0.745 0.541  0.009
H 1.998 1.537 -0.973  0.164

Values from the calculation:
ΔE to the lowest compared entry with this formula, charge and spin (kcal/mol): 0.00
Orbital gap (alpha / beta) (Ha): 0.2308 / 0.3390
HOMO level (alpha / beta) (eV): -5.861 / -11.029
Multiplicity: 3

(3)
Here is an isolated molecule of C19H24N2OS from the OMol25 dataset. Energies are from wB97M-V/def2-TZVPD.

Each line ends with the Löwdin charge.
Atoms and positions in Å:
C -1.170 3.175 -2.245  -0.106
C -1.649 1.831 -2.780  -0.224
C -0.502 0.827 -2.930  -0.202
N -0.003 0.392 -1.639  -0.118
C -0.629 -0.807 -1.111  -0.107
C -0.365 -1.995 -2.007  -0.216
C -1.406 -2.794 -2.458  -0.046
C -1.152 -3.882 -3.276  -0.084
C 0.146 -4.175 -3.657  -0.091
C 1.190 -3.380 -3.213  -0.073
C 0.936 -2.298 -2.391  -0.025
C 1.162 0.876 -1.162  -0.838
S 2.258 1.718 -2.083  0.652
N 1.515 0.627 0.140  0.040
C 0.719 0.625 1.292  -0.265
C 1.285 0.180 2.482  -0.015
C 0.564 0.178 3.662  -0.020
C -0.753 0.627 3.678  -0.272
O -1.577 0.652 4.762  -0.055
C -1.065 0.345 6.042  -0.250
C -0.228 1.478 6.629  -0.064
C -1.316 1.086 2.485  0.012
C -0.595 1.091 1.312  -0.023
H -2.004 3.865 -2.143  0.070
H -0.698 3.063 -1.272  0.054
H -0.439 3.611 -2.922  0.073
H -2.412 1.418 -2.116  0.100
H -2.105 1.973 -3.761  0.109
H 0.319 1.290 -3.480  0.062
H -0.842 -0.051 -3.485  0.124
H -1.707 -0.640 -1.022  0.128
H -0.236 -1.021 -0.116  0.124
H -2.422 -2.565 -2.167  0.111
H -1.970 -4.496 -3.621  0.102
H 0.343 -5.020 -4.300  0.101
H 2.204 -3.603 -3.509  0.104
H 1.752 -1.676 -2.052  0.112
H 2.495 0.814 0.309  0.112
H 2.308 -0.166 2.485  0.116
H 1.046 -0.179 4.558  0.106
H -1.955 0.186 6.657  0.123
H -0.493 -0.592 6.018  0.115
H -0.822 2.387 6.677  0.080
H 0.648 1.673 6.015  0.067
H 0.096 1.213 7.632  0.077
H -2.332 1.447 2.507  0.121
H -1.047 1.475 0.412  0.101

Values from the calculation:
SMILES string: CCCN(Cc1ccccc1)C(=S)Nc1ccc(OCC)cc1
ΔE to the lowest compared entry with this formula, charge and spin (kcal/mol): 18.76
Orbital gap (Ha): 0.3096
HOMO level (eV): -7.723

(4)
Here is a cluster of 5 separate species, C33H61F20O12PS2 in total at a distorted geometry from the OMol25 dataset. Energies are from wB97M-V/def2-TZVPD.

Each line ends with the Löwdin charge.
Atoms and positions in Å:
C 2.404 2.246 1.646  -0.084
C 1.903 2.327 0.200  -0.242
C 2.804 1.623 -0.833  -0.222
C 2.477 0.152 -1.094  -0.274
P 0.924 -0.231 -1.996  0.891
C 1.203 1.054 -3.360  -0.257
C 0.681 2.463 -3.143  -0.216
O 1.646 3.384 -3.711  -0.034
C 1.270 4.693 -3.635  -0.525
C 2.356 5.607 -3.144  0.026
O 0.176 5.070 -3.960  0.125
C -0.782 0.286 -1.580  -0.283
C -1.724 0.174 -2.786  -0.095
C -3.181 0.419 -2.445  -0.422
F -3.885 0.325 -3.605  0.123
F -3.648 -0.544 -1.619  0.140
C -3.517 1.842 -1.851  -0.331
F -4.625 2.317 -2.443  0.163
F -2.497 2.685 -2.135  0.144
C -3.797 1.846 -0.314  -0.369
F -2.840 1.127 0.311  0.143
F -4.988 1.279 -0.107  0.163
C -3.726 3.301 0.273  -0.417
F -2.430 3.591 0.440  0.134
F -4.240 4.180 -0.585  0.150
S -4.616 3.535 1.952  0.764
F -3.243 3.859 2.679  -0.129
F -4.782 5.079 1.631  -0.126
F -5.999 3.227 1.269  -0.115
F -4.426 2.017 2.335  -0.110
F -5.351 3.783 3.324  -0.113
S 0.657 -2.122 -0.622  0.623
O 1.894 -2.876 -0.738  -0.376
O -0.472 -2.924 -1.057  -0.357
C 0.353 -1.776 1.223  -0.470
F 0.551 -0.461 1.478  0.089
F -0.952 -2.037 1.433  0.105
C 1.142 -2.655 2.235  -0.379
F 1.130 -3.926 1.836  0.171
F 0.494 -2.566 3.422  0.150
C 2.598 -2.217 2.549  -0.564
F 3.089 -3.049 3.464  0.187
F 3.375 -2.265 1.477  0.171
F 2.632 -0.983 3.045  0.178
H 2.287 3.213 2.135  0.072
H 3.467 2.008 1.683  0.074
H 1.860 1.525 2.250  0.053
H 0.882 1.951 0.120  0.082
H 1.852 3.380 -0.085  0.102
H 3.819 1.630 -0.430  0.114
H 2.853 2.210 -1.747  0.086
H 3.250 -0.286 -1.733  0.100
H 2.546 -0.385 -0.151  0.062
H 1.007 -1.223 -2.982  0.066
H 0.802 0.657 -4.294  0.092
H 2.280 1.133 -3.513  0.090
H -0.272 2.642 -3.635  0.111
H 0.565 2.729 -2.090  0.105
H 3.097 5.077 -2.553  0.079
H 1.889 6.419 -2.596  0.092
H 2.850 6.037 -4.016  0.095
H -1.197 -0.388 -0.831  0.066
H -0.784 1.272 -1.124  0.076
H -1.698 -0.868 -3.114  0.141
H -1.436 0.795 -3.628  0.116
C 8.321 -4.877 2.068  -0.112
O 7.258 -4.269 1.359  -0.186
C 6.395 -3.496 2.178  -0.204
C 6.691 -2.017 2.064  -0.206
O 7.973 -1.686 2.571  -0.187
C 8.956 -1.523 1.568  -0.113
H 9.030 -5.253 1.332  0.089
H 8.831 -4.164 2.721  0.084
H 7.958 -5.718 2.669  0.089
H 6.466 -3.815 3.223  0.131
H 5.374 -3.679 1.837  0.110
H 5.956 -1.461 2.656  0.120
H 6.598 -1.694 1.021  0.126
H 8.813 -0.577 1.032  0.087
H 8.942 -2.347 0.850  0.084
H 9.926 -1.500 2.062  0.089
C 3.401 -3.111 -3.665  -0.102
O 3.816 -1.800 -4.038  -0.216
C 5.209 -1.721 -4.302  -0.205
C 5.509 -1.746 -5.785  -0.207
O 5.157 -2.983 -6.378  -0.187
C 3.922 -2.956 -7.067  -0.110
H 2.312 -3.143 -3.696  0.079
H 3.776 -3.879 -4.345  0.089
H 3.722 -3.339 -2.646  0.085
H 5.739 -2.534 -3.796  0.130
H 5.570 -0.773 -3.889  0.123
H 6.585 -1.609 -5.927  0.126
H 4.993 -0.919 -6.284  0.126
H 4.016 -2.412 -8.014  0.089
H 3.134 -2.495 -6.466  0.081
H 3.646 -3.987 -7.281  0.090
C -1.747 -5.623 0.635  -0.098
O -1.578 -6.701 1.543  -0.185
C -1.841 -6.351 2.889  -0.209
C -3.215 -6.800 3.337  -0.208
O -4.251 -6.125 2.644  -0.189
C -4.813 -6.880 1.587  -0.114
H -1.741 -6.035 -0.372  0.094
H -2.694 -5.103 0.798  0.089
H -0.925 -4.910 0.721  0.058
H -1.736 -5.270 3.033  0.123
H -1.090 -6.850 3.510  0.125
H -3.332 -6.570 4.401  0.124
H -3.312 -7.883 3.212  0.125
H -5.455 -7.678 1.978  0.087
H -4.041 -7.319 0.950  0.083
H -5.420 -6.202 0.990  0.088
C -9.135 8.586 4.030  -0.112
O -7.972 7.910 4.469  -0.189
C -8.243 6.743 5.228  -0.204
C -8.099 5.484 4.404  -0.204
O -9.071 5.416 3.373  -0.182
C -8.553 5.779 2.106  -0.101
H -8.823 9.321 3.289  0.089
H -9.851 7.901 3.571  0.084
H -9.619 9.108 4.862  0.088
H -9.247 6.793 5.663  0.126
H -7.519 6.713 6.048  0.126
H -8.251 4.617 5.056  0.129
H -7.091 5.414 3.989  0.107
H -7.932 4.970 1.709  0.073
H -7.963 6.698 2.158  0.088
H -9.392 5.942 1.431  0.091

Values from the calculation:
SMILES string: CCCC[PH](CCOC(C)=O)(CCC(F)(F)C(F)(F)C(F)(F)C(F)(F)S(F)(F)(F)(F)F)S(=O)(=O)C(F)(F)C(F)(F)C(F)(F)F.COCCOC.COCCOC.COCCOC.COCCOC
Orbital gap (Ha): 0.3336
HOMO level (eV): -8.884

(5)
Here is a cluster of 2 separate species, C2H10N4 in total at a distorted geometry from the OMol25 dataset. Energies are from wB97M-V/def2-TZVPD.

Each line ends with the Löwdin charge.
Atoms and positions in Å:
H -1.962 -1.439 0.040  0.061
N -1.704 -0.805 0.821  0.018
N -1.603 0.405 0.472  -0.209
N -2.029 0.791 -0.752  0.027
H -2.474 1.694 -0.786  0.094
H -2.251 0.075 -1.447  0.097
C 1.515 0.178 -0.943  -0.130
C 1.235 0.279 0.546  -0.390
N 1.117 -1.010 1.138  -0.041
H 2.447 -0.355 -1.121  0.066
H 1.557 1.169 -1.392  0.063
H 0.702 -0.360 -1.432  0.050
H 1.984 0.884 1.059  0.104
H 0.096 0.756 0.622  0.096
H 1.263 -0.948 2.141  0.064
H 0.108 -1.314 1.034  0.031

Values from the calculation:
SMILES string: [H]/N=N\N.CCN
ΔE to the lowest compared entry with this formula, charge and spin (kcal/mol): 72.89
Orbital gap (Ha): 0.3317
HOMO level (eV): -8.259

(6)
Here is a cluster of 2 separate species, C5H10O in total from the OMol25 dataset. Energies are from wB97M-V/def2-TZVPD.

Each line ends with the Löwdin charge.
Atoms and positions in Å:
C 1.524 -0.518 0.595  -0.021
C 0.429 0.242 0.645  -0.227
C -0.932 -0.185 0.175  -0.280
C -1.916 -0.295 1.344  -0.113
H 2.481 -0.177 0.980  0.058
H 1.492 -1.520 0.172  0.070
H 0.494 1.240 1.084  0.107
H -1.311 0.536 -0.563  0.107
H -0.856 -1.147 -0.345  0.109
H -2.006 0.660 1.874  0.072
H -1.573 -1.045 2.065  0.075
H -2.914 -0.585 0.999  0.070
C 1.332 0.704 -2.206  -0.177
O 0.508 0.069 -2.815  -0.015
H 2.355 0.325 -2.012  0.080
H 1.125 1.719 -1.808  0.086

Values from the calculation:
SMILES string: C=CCC.C=O
ΔE to the lowest compared entry with this formula, charge and spin (kcal/mol): 38.30
Orbital gap (Ha): 0.3999
HOMO level (eV): -9.862

| no. | E (Ha) |
| --- | --- |
| 1 | -1116.62135 |
| 2 | -3242.02861 |
| 3 | -1321.34667 |
| 4 | -5331.64052 |
| 5 | -301.11200 |
| 6 | -271.69158 |